(1)
Below is a structure of composition C28H22F6MnN4O12PS2, with properties calculated with ωB97M-V/def2-TZVPD.

## Properties
HOMO level (alpha / beta) in eV: -9.187 / -9.207
Spin multiplicity: 5
E in a.u.: -5089.70750

Geometry (Å):
F -1.734391 -4.151686 -1.186162
O -4.933069 -4.603243 3.899584
C 3.732741 3.110471 -2.713298
F 1.526777 -1.495839 -6.320214
C 1.272191 4.157832 -1.964286
F 2.548035 -2.241981 -4.561565
N -2.134197 -0.248453 1.039506
H 1.574972 -2.644411 2.542054
C 2.247398 4.985963 -2.506305
C 0.937910 -1.224999 3.733275
C -1.163400 -2.501658 1.404530
H -1.395617 3.093559 1.174519
H 0.760030 -1.562548 5.858634
H 0.318426 4.573932 -1.666465
C 3.674219 1.215645 2.054971
C -1.397279 -3.767645 2.049379
H -0.140329 -1.371429 3.582581
F 2.872852 -0.204732 -5.217018
S -0.435036 -2.291224 -2.370005
C 1.527703 2.799803 -1.795011
F -2.762382 -3.324933 -2.900838
C -1.196136 2.654012 -0.915049
H 1.233696 -2.991706 4.929501
H -3.571338 4.237937 0.890770
C -3.061630 3.826298 0.029294
H -1.277003 2.290944 -3.037547
C 3.085561 2.479152 2.130754
F -1.093322 -4.678399 -3.187759
H 4.592217 1.017146 2.594495
H 2.976289 1.231882 -2.010513
C -2.257537 -1.580951 1.557295
O -0.140056 -2.279185 0.721419
C 1.949172 2.763489 1.395312
H 3.545877 3.249405 2.736625
H 1.119820 -0.149649 3.785275
O 0.789774 -2.760845 -1.755298
C -1.843098 3.185881 0.191622
O -1.134491 -1.266694 -1.575693
H 2.415157 -1.703724 5.230164
Mn 0.639227 -0.725480 -0.456319
H 3.581664 -0.769830 1.258671
O -5.664802 -2.606168 3.556838
N -0.310352 -1.886612 -3.883180
C -1.590080 -3.717721 -2.431393
H -2.686677 -5.052681 3.144178
C -3.634038 3.924461 -1.231098
H 4.692972 2.700616 -3.000816
H 2.045907 6.043450 -2.621903
O -0.991242 0.238431 0.971113
C -2.996222 3.373926 -2.336373
C -1.778682 2.731740 -2.181910
C 3.474093 4.464569 -2.884543
O -0.676979 -5.941359 2.116055
C 1.977793 -1.179252 -5.116263
P 0.355330 1.751308 -0.848162
C 1.365380 -1.910177 5.018388
H 4.230432 5.111071 -3.311072
H -4.582870 4.431076 -1.354797
O -0.002703 0.503202 -4.709571
N -0.336983 -4.776460 2.085070
H -4.244210 -1.181573 2.238556
O 1.289683 -0.300951 -2.774201
O -3.124159 0.364871 0.728899
C -3.596520 -3.153662 2.733594
N -4.826256 -3.479893 3.449733
C 2.769727 2.281818 -2.162749
S 0.609257 -0.594485 -4.037967
C 1.390491 1.740701 0.639655
C -3.446632 -1.907982 2.176212
H -3.448811 3.446095 -3.316727
O 0.821754 -4.401839 2.120166
H 1.529382 3.762726 1.377428
C -2.569705 -4.087157 2.673517
C 1.926611 0.457144 0.618953
C 3.111810 0.201197 1.296455
O 1.665905 -1.682536 2.607029

Cartesian forces (eV/Å) of the 2 atoms listed first:
F 0.0 -0.1 0.1
O 0.0 0.0 0.0


(2)
Below is a structure of composition C28H22F7NO5RuSTe, with properties calculated with ωB97M-V/def2-TZVPD.

## Properties
HOMO level (alpha / beta) in eV: -6.189 / -6.111
Spin multiplicity: 6
E in a.u.: -2971.45550
Charge: -1

Geometry (Å):
H 7.604509 -1.992568 0.563248
O 2.366237 1.527678 -2.132296
C 2.214767 0.502368 -1.488175
C 2.805788 5.785236 -0.045375
H 4.039341 2.665890 -0.576151
H 2.566614 -1.845243 -2.827399
F -3.576219 3.181210 2.477026
O 6.037365 6.504491 -1.560671
H 2.845969 2.205689 0.620705
H -3.656990 -4.901853 0.031387
S 0.053633 3.411899 -1.731624
F -1.337464 -5.149842 1.080744
C 4.190255 0.619783 0.062902
N 0.775715 -1.464435 1.313638
C -3.078779 -3.990170 0.063064
C 5.248433 0.001133 0.723052
H 1.872421 -2.601868 -1.414322
Te -2.452727 2.415990 1.109902
H 5.850931 0.587769 1.410002
C -1.810694 -3.972724 0.602781
C 2.354005 4.623480 -2.533194
H 4.530413 2.456512 1.118432
C -2.864977 -1.615417 -0.386802
F 0.638496 1.378868 1.217593
C 5.552742 -1.339058 0.524127
C 0.292034 -2.722421 1.300599
C 4.952146 6.765307 -0.788341
H 2.838655 -4.253545 2.900823
C 2.253198 -3.456685 2.459432
F -4.823553 -2.803446 -0.932448
C 3.888843 2.071558 0.324658
H 0.986985 4.820757 0.561413
H 6.999930 -1.431398 2.119099
H 4.181167 5.520961 -3.144238
F -3.236629 3.615976 -0.211744
C 2.713688 -2.152155 2.490953
Ru -0.360346 0.010168 0.199582
O -1.658347 1.101770 -0.404241
C 3.495604 5.369018 -2.317264
H 4.977557 -3.122866 -0.512591
H 2.999490 6.250536 0.911684
H -3.301166 -0.694530 -0.749820
H 2.163785 4.164507 -3.492842
H 3.337552 -3.286701 -2.141672
C 4.757601 -2.072364 -0.346596
C 1.684433 5.004451 -0.245074
H 5.864056 5.728704 -2.107198
C -1.037571 -2.822349 0.673209
C 6.728056 -1.978036 1.215567
F -3.982098 1.413189 0.698203
C -1.585507 -1.631785 0.149696
H 2.216036 -0.131680 1.882083
C -3.580116 -2.795679 -0.417306
H 0.662062 -4.762237 1.853001
H 3.657226 -1.885701 2.944095
C 1.033797 -3.751995 1.869765
C 3.731451 5.955200 -1.072637
C 3.672949 -1.500716 -1.002589
C 2.818922 -2.358461 -1.899463
C 1.934489 -1.175647 1.899356
F -2.117041 0.862773 2.297956
C 3.398657 -0.144783 -0.801033
H 6.510910 -3.011050 1.492158
C 1.434073 4.417049 -1.495620
O 5.022105 7.601080 0.068888
O 1.093790 -0.129705 -1.331636

Cartesian forces (eV/Å) of the 2 atoms listed first:
H 0.0 0.0 0.0
O 0.0 0.0 0.0


(3)
Below is a structure of composition C28H22IN5O4ReS, with properties calculated with ωB97M-V/def2-TZVPD.

## Properties
HOMO level (alpha / beta) in eV: -14.091 / -14.070
Spin multiplicity: 2
E in a.u.: -2428.62163
Charge: +2

Geometry (Å):
H -0.148900 0.297505 5.652723
C -0.834586 0.745296 -2.810507
H -0.173831 -3.646182 3.992766
C 2.473700 1.666136 -1.990807
N 1.130356 -0.187672 1.286380
H -0.498622 -1.704256 -4.272267
N 1.485499 2.637678 1.288255
C 0.041328 -2.588426 3.902471
H -0.989300 4.883018 -2.619895
O -2.492384 -1.467163 -4.065202
H -1.959205 -0.935138 -2.047180
I -1.916602 1.886945 1.763839
C 3.674393 -0.683280 -1.265734
O -0.467456 2.456041 -1.199441
S 3.067948 4.268596 2.848786
H -2.806467 -3.933657 1.035990
C -2.643976 -2.874517 1.183130
C -0.931944 0.397788 -4.175416
C -0.133568 4.469368 -3.156527
H 1.992807 2.604279 -2.228614
C -1.688614 -0.803183 0.435058
C -0.845048 -2.171596 6.244461
H -3.226040 -1.173295 -4.615829
H -3.393794 -0.378070 3.349903
H 0.609072 -2.758448 1.839421
C 0.047116 -0.358713 4.815269
H 2.601294 -1.616082 1.081844
C -1.253621 -0.157806 -1.762993
O -0.523300 -3.389910 6.704747
C 0.487565 -2.093217 2.685104
C -2.975678 -0.876284 2.485102
C -1.895267 -2.162710 0.256200
H 4.993606 -0.376851 -2.938270
N -0.946851 -0.014802 -0.513358
N -0.426411 2.669009 -4.765456
H -0.725605 1.180388 -6.155113
C 3.551619 1.198769 -2.732119
H 0.721544 1.195597 3.502753
H -1.272717 -1.054893 -5.706730
Re 0.341334 1.528109 0.251219
H -1.467811 -2.665096 -0.603500
C -0.540406 2.069826 -2.483283
O -1.643490 -1.479816 6.801735
C -0.375775 3.033359 -3.501523
C 4.151913 0.005849 -2.377319
C -2.235380 -0.177017 1.551398
H -3.758850 -2.794982 3.016082
H 4.140547 -1.599679 -0.929780
H 0.264464 -3.745708 6.275241
C 0.707556 -0.731727 2.550157
C 0.511960 0.140435 3.614907
H 3.908457 1.782001 -3.569233
C 2.100711 -0.747401 0.662088
C 2.597217 -0.164028 -0.578395
C -3.178797 -2.237753 2.292981
C -0.692264 1.394958 -5.093155
H 0.021005 5.035435 -4.070380
C -0.199551 -1.722370 4.959788
C -1.265939 -1.007849 -4.616923
C 2.183250 3.352941 1.972143
N 1.986836 0.987527 -0.952402
H 0.734953 4.592724 -2.504587

Cartesian forces (eV/Å) of the 2 atoms listed first:
H 0.0 0.0 0.0
C 0.0 0.0 0.0


The evaluated largest force on an atom for the records listed, in turn: 1.2 0.2 0.2 eV Å⁻¹.
The evaluated energy above the lowest of the compared OMol25 structures with the same formula, charge and spin for the records listed, in turn: 90.7 18.0 0.0 kcal/mol.